# 1
# C3H6

A single C3H6 molecule in a non-equilibrium geometry (the ωB97M-V functional and the def2-TZVPD basis, the Open Molecules 2025 dataset).

Structure (XYZ):
```
9
C3H6 (the ωB97M-V functional and the def2-TZVPD basis)
C 1.804 0.245 0.034
C -1.409 0.100 0.010
C 0.423 -0.152 -0.062
H -1.757 -0.388 -0.943
H 2.670 -0.508 0.295
H -1.438 -0.330 0.998
H -1.707 1.182 0.102
H 2.093 1.226 -0.416
H 0.235 -1.265 -0.132
```

Values from the calculation:
E_LUMO (alpha / beta) (eV): 1.075 / -1.293
HOMO (alpha / beta) (Ha): -0.217 / -0.384
Spin multiplicity: 3
<S²>: 2.0074
Gap between HOMO and LUMO (alpha / beta) (eV): 6.976 / 9.149
Electronic energy (hartree): -117.6551
Charge: 0

# 2
# C3H6AgBrOTi

A molecular structure, C3H6AgBrOTi in a non-equilibrium geometry (the ωB97M-V functional and the def2-TZVPD basis, the Open Molecules 2025 dataset).

Structure (XYZ):
```
13
C3H6AgBrOTi (the ωB97M-V functional and the def2-TZVPD basis)
Ti -4.044 0.839 -0.653
Ag -1.477 1.913 -3.465
Br -1.876 -0.354 -2.209
C 1.130 0.812 -0.057
C 1.279 -0.391 0.846
O 2.328 -0.693 1.320
C 0.047 -1.242 1.177
H 2.137 1.113 -0.354
H 0.779 1.614 0.604
H 0.512 0.756 -0.954
H -0.212 -1.851 0.307
H -0.816 -0.618 1.408
H 0.215 -1.898 2.030
```

Values from the calculation:
E_LUMO (alpha / beta) (eV): -8.054 / -11.688
HOMO (alpha / beta) (Ha): -0.522 / -0.640
Spin multiplicity: 5
<S²>: 6.0079
Gap between HOMO and LUMO (alpha / beta) (eV): 6.138 / 5.740
Electronic energy (hartree): -3762.7988
Charge: +2

# 3
# C3H6AgO5

A molecular structure, C3H6AgO5 in a non-equilibrium geometry (the ωB97M-V functional and the def2-TZVPD basis, the Open Molecules 2025 dataset).

Structure (XYZ):
```
15
C3H6AgO5 (the ωB97M-V functional and the def2-TZVPD basis)
C 1.245 0.252 0.516
C -0.272 0.074 0.462
O -0.891 1.357 0.578
C -2.240 1.431 0.619
O -2.921 0.377 0.569
O -2.714 2.595 0.646
O 1.900 -0.956 0.496
Ag -4.858 1.688 0.707
H 1.465 0.853 1.432
H 1.531 0.908 -0.338
H -0.605 -0.575 1.286
H -0.567 -0.396 -0.489
H 2.586 -1.991 -1.609
O 2.885 -2.441 -2.554
H 3.456 -3.177 -2.320
```

Values from the calculation:
E_LUMO (eV): 0.619
HOMO (Ha): -0.095
Spin multiplicity: 1
Gap between HOMO and LUMO (eV): 3.204
Electronic energy (hartree): -641.0534
Charge: -1

# 4
# C3H6AlBrCl3OS

A molecular structure, C3H6AlBrCl3OS (the ωB97M-V functional and the def2-TZVPD basis, the Open Molecules 2025 dataset).

Structure (XYZ):
```
16
C3H6AlBrCl3OS (the ωB97M-V functional and the def2-TZVPD basis)
O 1.906 0.583 0.068
C 1.415 1.565 -0.399
Br 1.924 2.007 -2.279
C 0.471 2.494 0.169
Al -1.446 2.109 -0.533
S -2.046 0.159 0.538
H 0.701 3.532 -0.071
H 0.420 2.297 1.243
H -2.439 3.305 -0.121
H -1.456 1.853 -2.117
H -0.938 -0.527 0.240
C 0.337 -3.853 0.750
Cl 0.725 -2.421 -0.177
Cl -1.406 -4.073 0.898
Cl 1.090 -5.301 0.048
H 0.741 -3.730 1.745
```

Values from the calculation:
E_LUMO (eV): 2.583
HOMO (Ha): -0.180
Spin multiplicity: 1
Gap between HOMO and LUMO (eV): 7.472
Electronic energy (hartree): -4788.4729
Charge: -1

# 5
# C3H6AuO5

A molecular structure, C3H6AuO5 in a non-equilibrium geometry (the ωB97M-V functional and the def2-TZVPD basis, the Open Molecules 2025 dataset).

Structure (XYZ):
```
15
C3H6AuO5 (the ωB97M-V functional and the def2-TZVPD basis)
C 0.893 -0.263 -1.137
C 0.201 0.499 -0.010
O -0.895 1.251 -0.557
C -1.665 1.944 0.260
O -1.452 1.976 1.505
O -2.693 2.494 -0.231
O 1.960 -0.986 -0.660
Au -2.917 3.022 1.535
H 1.202 0.482 -1.903
H 0.120 -0.897 -1.632
H 0.907 1.190 0.474
H -0.181 -0.201 0.746
H 1.693 -2.808 -0.006
O 1.582 -3.884 0.361
H 1.246 -3.818 1.257
```

Values from the calculation:
E_LUMO (alpha / beta) (eV): 0.386 / -3.117
HOMO (alpha / beta) (Ha): -0.264 / -0.413
Spin multiplicity: 4
<S²>: 3.7587
Gap between HOMO and LUMO (alpha / beta) (eV): 7.563 / 8.128
Electronic energy (hartree): -629.4811
Charge: 0

# 6
# C3H6BF3O2

A single C3H6BF3O2 molecule in a non-equilibrium geometry (the ωB97M-V functional and the def2-TZVPD basis, the Open Molecules 2025 dataset).

Structure (XYZ):
```
15
C3H6BF3O2 (the ωB97M-V functional and the def2-TZVPD basis)
O -0.956 2.514 0.789
B -0.436 1.223 0.742
O -0.800 0.308 1.700
C 0.704 0.963 -0.390
C 1.042 -0.828 -0.543
F 1.826 -0.977 -1.613
C -0.278 -1.600 -0.790
F -1.053 -1.149 -1.759
F -0.003 -2.896 -1.073
H -1.503 2.486 1.580
H -1.520 0.325 2.336
H 0.405 1.316 -1.307
H 1.711 1.235 -0.121
H 1.581 -1.273 0.288
H -0.721 -1.648 0.160
```

Values from the calculation:
E_LUMO (eV): 0.044
HOMO (Ha): -0.393
Spin multiplicity: 1
Gap between HOMO and LUMO (eV): 10.728
Electronic energy (hartree): -592.9058
Charge: 0

# 7
# C3H6Br3P

3 unconnected molecules or ions with the total composition C3H6Br3P in a non-equilibrium geometry (the ωB97M-V functional and the def2-TZVPD basis, the Open Molecules 2025 dataset).

Structure (XYZ):
```
13
C3H6Br3P (the ωB97M-V functional and the def2-TZVPD basis)
C -3.275 -0.631 -1.990
C -1.099 -0.103 -0.754
C -2.372 0.232 -1.092
P 0.264 -3.385 -0.722
Br -0.499 4.331 1.745
Br 0.816 -4.245 -2.592
Br -1.826 -3.953 -0.420
H -2.726 -1.307 -2.675
H -3.939 -1.188 -1.347
H -3.932 -0.057 -2.645
H -0.497 0.386 -0.034
H -0.669 -1.138 -1.218
H -2.695 1.215 -0.912
```

Values from the calculation:
E_LUMO (alpha / beta) (eV): -3.762 / -1.468
HOMO (alpha / beta) (Ha): -0.302 / -0.352
Spin multiplicity: 1
Gap between HOMO and LUMO (alpha / beta) (eV): 4.465 / 8.097
Electronic energy (hartree): -8181.2164
Charge: 0

# 8
# C3H6Br6O

A molecular structure, C3H6Br6O in a non-equilibrium geometry (the ωB97M-V functional and the def2-TZVPD basis, the Open Molecules 2025 dataset).

Structure (XYZ):
```
16
C3H6Br6O (the ωB97M-V functional and the def2-TZVPD basis)
C 0.299 -3.561 -1.421
O 0.015 -4.823 -1.934
H 1.285 -3.252 -1.769
H -0.387 -2.749 -1.664
H 0.367 -3.525 -0.334
H 0.678 -5.428 -1.595
C 1.549 4.073 1.979
Br 0.963 3.893 3.860
Br 3.016 2.705 1.562
Br 2.215 5.917 1.672
H 0.691 3.919 1.324
C -2.055 0.380 -0.351
Br -0.573 1.625 0.107
Br -3.000 1.189 -1.910
Br -3.388 0.232 1.129
H -1.675 -0.595 -0.656
```

Values from the calculation:
E_LUMO (eV): -0.680
HOMO (Ha): -0.384
Spin multiplicity: 1
Gap between HOMO and LUMO (eV): 9.759
Electronic energy (hartree): -15637.1606
Charge: 0

# 9
# C3H6BrCl

2 unconnected molecules or ions with the total composition C3H6BrCl in a non-equilibrium geometry (the ωB97M-V functional and the def2-TZVPD basis, the Open Molecules 2025 dataset).

Structure (XYZ):
```
11
C3H6BrCl (the ωB97M-V functional and the def2-TZVPD basis)
C -1.111 0.994 0.176
C -0.121 0.348 1.106
C 1.142 -1.353 -0.749
Cl 0.082 -1.017 -2.149
Br 2.905 -0.617 -0.994
H -1.510 0.214 -0.423
H -0.732 1.729 -0.504
H -1.908 1.504 0.783
H 0.711 0.981 1.536
H -0.473 -0.424 1.747
H 1.015 -2.359 -0.529
```

Values from the calculation:
E_LUMO (alpha / beta) (eV): -0.562 / 0.360
HOMO (alpha / beta) (Ha): -0.308 / -0.322
Spin multiplicity: 1
Gap between HOMO and LUMO (alpha / beta) (eV): 7.831 / 9.120
Electronic energy (hartree): -3151.9665
Charge: 0

# 10
# C3H6BrCl3Si

A molecular structure, C3H6BrCl3Si in a non-equilibrium geometry (the ωB97M-V functional and the def2-TZVPD basis, the Open Molecules 2025 dataset).

Structure (XYZ):
```
14
C3H6BrCl3Si (the ωB97M-V functional and the def2-TZVPD basis)
C -0.511 -1.870 0.744
C 0.258 -0.538 0.485
C -0.301 0.336 -0.613
Si 0.469 2.040 -0.533
Cl 2.130 2.025 0.600
Cl -0.765 3.362 0.354
Cl 1.022 2.581 -2.496
Br -0.071 -0.669 -2.295
H -1.464 -1.810 1.108
H -0.652 -2.465 -0.042
H 0.000 -2.530 1.468
H 1.271 -0.890 0.271
H 0.338 0.009 1.397
H -1.723 0.418 -0.448
```

Values from the calculation:
E_LUMO (eV): 0.437
HOMO (Ha): -0.375
Spin multiplicity: 1
Gap between HOMO and LUMO (eV): 10.655
Electronic energy (hartree): -4362.1049
Charge: 0

# 11
# C3H6BrClO

2 unconnected molecules or ions with the total composition C3H6BrClO in a non-equilibrium geometry (the ωB97M-V functional and the def2-TZVPD basis, the Open Molecules 2025 dataset).

Structure (XYZ):
```
12
C3H6BrClO (the ωB97M-V functional and the def2-TZVPD basis)
C -0.011 -0.205 1.054
C -0.462 -0.578 -0.329
Cl -0.807 -2.272 -0.673
C -0.684 0.391 -1.196
O -1.193 0.107 -2.398
H 0.543 0.790 0.977
H -0.869 0.006 1.748
H 0.717 -0.973 1.586
H -0.386 1.450 -1.028
H -1.368 -0.771 -2.560
Br 3.445 -0.903 -1.176
H 3.564 0.343 -2.091
```

Values from the calculation:
E_LUMO (eV): 0.288
HOMO (Ha): -0.320
Spin multiplicity: 1
Gap between HOMO and LUMO (eV): 8.986
Electronic energy (hartree): -3227.3080
Charge: 0

# 12
# C3H6BrF2N

2 unconnected molecules or ions with the total composition C3H6BrF2N in a non-equilibrium geometry (the ωB97M-V functional and the def2-TZVPD basis, the Open Molecules 2025 dataset).

Structure (XYZ):
```
13
C3H6BrF2N (the ωB97M-V functional and the def2-TZVPD basis)
C 1.086 1.333 0.289
C -1.930 -0.164 0.142
C 1.446 -0.132 0.306
N -1.813 -1.359 -0.308
F 0.796 -0.780 -0.691
F 2.764 -0.353 -0.079
Br -3.244 0.811 -0.804
H 1.250 1.905 1.202
H 1.701 1.788 -0.486
H 0.084 1.508 0.279
H 1.289 -0.715 1.235
H -1.383 -2.132 0.131
H -2.046 -1.710 -1.215
```

Values from the calculation:
E_LUMO (eV): 0.814
HOMO (Ha): -0.324
Spin multiplicity: 1
Gap between HOMO and LUMO (eV): 9.639
Electronic energy (hartree): -2946.3245
Charge: 0